C5H8O2 | ωB97M-V/def2-TZVPD

Geometry as ORCA input:
```
! wB97M-V def2-TZVPD RIJCOSX def2/J DEFGRID3
* xyz 0 1
C 1.6961 -0.5616 0.1825
C 0.4939 0.2701 0.6065
C -0.0623 1.3030 -0.3731
O -0.5331 0.5829 -1.5158
C -1.3912 0.6908 -0.3771
C -0.9257 -0.4254 0.5570
O -0.9972 -1.7187 0.0367
H 2.6217 -0.1994 0.6395
H 1.8234 -0.5470 -0.9050
H 1.5489 -1.6034 0.4854
H 0.6488 0.7138 1.5963
H 0.2209 2.3375 -0.5387
H -2.3776 1.1160 -0.5346
H -1.4255 -0.4331 1.5286
H -0.7113 -1.6425 -0.8869
*
```

Results
F_max, eV Å⁻¹: 0.4
SMILES: C[C@@H]1[C@H](O)[C@@H]2O[C@H]12
HOMO, eV: -9.894
Frontier orbital gap, eV: 10.9

Mulliken atomic charge list, values in e, 8 entries: C -1.359; C 0.337; C -0.499; O -0.436; C -0.240; C -0.357; O -0.573; H 0.384

=====

C25H44N3PTc | ωB97M-V/def2-TZVPD

Geometry as ORCA input:
```
! wB97M-V def2-TZVPD RIJCOSX def2/J DEFGRID3
* xyz 2 4
C -4.6583 0.5927 2.1583
C -4.3936 -0.8833 2.1544
H -4.1066 1.1620 2.9758
H -5.5387 1.0126 1.7832
H -4.0740 0.8322 1.3343
H -3.3111 -1.0335 1.8831
H -4.4940 -1.4481 3.0381
H -4.7026 -1.3553 1.2892
C -0.9217 2.4869 -2.5033
C -0.8564 3.3494 -3.5814
C -0.5787 2.8398 -4.8474
C -0.3678 1.4709 -4.9978
H -1.2282 2.8026 -1.4812
H -1.0390 4.4022 -3.3993
H -0.5123 3.5287 -5.7022
H -0.2826 1.0410 -5.9691
N -0.5298 1.1810 -2.7259
C -0.2733 0.5935 -3.9336
C -0.2605 -0.8735 -3.8861
N -0.3685 -1.3768 -2.6176
C -0.6391 -2.6978 -2.2964
C -0.6606 -3.1720 -4.6549
C -0.7036 -3.6144 -3.3336
H -0.7616 -2.9703 -1.2302
H -0.8000 -4.6754 -3.0975
C -0.4789 -1.8062 -4.8832
H -0.5192 -1.4390 -5.8837
H -0.7074 -3.9038 -5.4808
Tc -1.1373 -0.1172 -1.3215
C -3.0582 -0.1735 -2.0512
H -3.3489 -1.0934 -2.5776
H -3.3263 0.5761 -2.8157
H -3.7755 -0.0254 -1.2207
C 1.6927 2.4150 -0.1139
C 1.5569 1.8470 1.3186
C 2.9184 2.0051 2.0002
C 0.4926 2.6867 2.0359
P 0.9937 0.0870 1.3024
N -0.1493 -0.0105 0.1241
C 2.3006 -1.0227 0.6114
C 3.3895 -1.3085 1.6445
C 1.6922 -2.3532 0.1497
C 2.9536 -0.3951 -0.6340
C 0.4659 -0.4648 3.0356
C 0.1978 -1.9757 2.9675
C 1.5653 -0.1602 4.0870
C -0.8318 0.1822 3.5688
H 1.8085 3.5130 -0.0445
H 0.8065 2.2090 -0.7305
H 2.5759 2.0388 -0.6456
H 3.1055 3.0915 2.0698
H 2.9596 1.6036 3.0198
H 3.7339 1.5560 1.4131
H -0.5074 2.4701 1.6334
H 0.5010 2.5493 3.1238
H 0.7040 3.7527 1.8553
H 3.0420 -1.9167 2.4914
H 4.1715 -1.8896 1.1259
H 3.8705 -0.4041 2.0447
H 0.8613 -2.2076 -0.5478
H 2.4732 -2.9034 -0.4039
H 1.3356 -2.9986 0.9600
H 2.2379 -0.0856 -1.4178
H 3.6073 0.4539 -0.3822
H 3.5997 -1.1722 -1.0848
H 1.1132 -2.5712 2.8401
H -0.2567 -2.3219 3.9126
H -0.5272 -2.1951 2.1688
H 1.6679 0.9154 4.2800
H 1.2569 -0.6245 5.0359
H 2.5503 -0.5708 3.8461
H -0.7257 1.2400 3.8373
H -1.6807 0.0859 2.8862
H -1.1081 -0.3628 4.4907
*
```

Results
F_max, eV Å⁻¹: 2.8
HOMO (spin up / spin down), eV: -13.853 / -15.128
Frontier orbital gap (spin up / spin down), eV: 6.6 / 7.4
Expectation value of S²: 3.769

Mulliken atomic charge list, values in e, 8 entries: C -0.714; C -0.555; H 0.281; H 0.417; H 0.041; H -0.193; H 0.369; H 0.399

=====

> F_max of number 1 (C5H8O2)?

0.4 eV Å⁻¹

=====

What did the first record say?
C5H8O2 | ωB97M-V/def2-TZVPD

Geometry as ORCA input:
```
! wB97M-V def2-TZVPD RIJCOSX def2/J DEFGRID3
* xyz 0 1
C 1.6961 -0.5616 0.1825
C 0.4939 0.2701 0.6065
C -0.0623 1.3030 -0.3731
O -0.5331 0.5829 -1.5158
C -1.3912 0.6908 -0.3771
C -0.9257 -0.4254 0.5570
O -0.9972 -1.7187 0.0367
H 2.6217 -0.1994 0.6395
H 1.8234 -0.5470 -0.9050
H 1.5489 -1.6034 0.4854
H 0.6488 0.7138 1.5963
H 0.2209 2.3375 -0.5387
H -2.3776 1.1160 -0.5346
H -1.4255 -0.4331 1.5286
H -0.7113 -1.6425 -0.8869
*
```

Results
F_max, eV Å⁻¹: 0.4
SMILES: C[C@@H]1[C@H](O)[C@@H]2O[C@H]12
HOMO, eV: -9.894
Frontier orbital gap, eV: 10.9

Mulliken atomic charge list, values in e, 8 entries: C -1.359; C 0.337; C -0.499; O -0.436; C -0.240; C -0.357; O -0.573; H 0.384

=====

> Number 2 is which compound?

C25H44N3PTc